{
  "formula": "C41H48N4O4P2ReSSi2",
  "method": "ωB97M-V/def2-TZVPD",
  "lumo_energy_ha": [-0.0782, -0.0692],
  "e_above_lowest_kcal_mol": 12.64,
  "energy_ha": -3849.32012,
  "e_homo_ev": [-7.9, -7.9],
  "homo_lumo_gap_ev": [5.76, 6.01],
  "multiplicity": 2,
  "symbols": ["Re", "C", "Si", "C", "C", "C", "C", "C", "C", "C", "Si", "C", "C", "H", "H", "H", "H", "H", "H", "H", "H", "H", "H", "H", "H", "H", "H", "H", "H", "O", "C", "C", "C", "C", "C", "C", "C", "P", "C", "C", "C", "C", "C", "C", "C", "C", "C", "C", "C", "C", "H", "H", "H", "H", "H", "H", "H", "H", "H", "H", "H", "H", "H", "H", "N", "C", "C", "C", "C", "C", "C", "S", "O", "O", "O", "H", "H", "H", "H", "H", "H", "C", "N", "C", "N", "C", "N", "C", "P", "C", "C", "H", "H", "H", "H", "H", "H", "H", "H", "H", "H", "H", "H"],
  "positions_angstrom": [[-0.3795, 0.1176, 0.1520], [-3.8907, 1.4451, 0.2607], [-2.3807, 1.1141, 1.3474], [-2.1503, 2.7511, 2.2790], [-2.9431, -0.0427, 2.7203], [-3.8096, 0.3706, 3.7393], [-4.1725, -0.4969, 4.7541], [-3.6747, -1.7998, 4.7631], [-2.8387, -2.2234, 3.7461], [-2.4657, -1.3494, 2.7176], [-1.5747, -1.9188, 1.1609], [-2.9326, -2.9685, 0.3631], [-0.3351, -3.2368, 1.7436], [-4.7762, 1.3934, 0.8999], [-4.0086, 0.7243, -0.5480], [-3.8502, 2.4384, -0.1892], [-3.1651, 3.0873, 2.5132], [-1.6791, 3.5501, 1.7070], [-1.6211, 2.6313, 3.2223], [-4.1988, 1.3831, 3.7492], [-4.8418, -0.1680, 5.5392], [-3.9532, -2.4802, 5.5582], [-2.4779, -3.2470, 3.7559], [-3.2307, -3.6696, 1.1480], [-2.6539, -3.5559, -0.5107], [-3.8188, -2.3786, 0.1264], [-0.9246, -4.0551, 2.1641], [0.3347, -2.9093, 2.5450], [0.2500, -3.6625, 0.9276], [-1.9021, 1.7190, -1.9028], [-1.1147, 1.7630, -0.9694], [-0.5605, 3.1839, -0.7132], [-1.0996, 4.2556, -1.4192], [-0.5872, 5.5296, -1.2449], [0.4968, 5.7463, -0.3985], [1.0462, 4.6883, 0.3031], [0.4889, 3.4175, 0.1700], [1.0481, 1.9601, 1.0428], [2.8401, 1.8866, 0.7409], [3.7102, 1.3663, 1.6975], [5.0562, 1.1950, 1.3982], [5.5404, 1.5530, 0.1504], [4.6823, 2.0902, -0.8008], [3.3390, 2.2538, -0.5102], [0.9221, 2.1094, 2.8430], [1.1639, 3.2981, 3.5259], [1.0478, 3.3393, 4.9054], [0.6931, 2.1983, 5.6135], [0.4482, 1.0109, 4.9405], [0.5648, 0.9688, 3.5590], [-1.9133, 4.0630, -2.1050], [-1.0180, 6.3616, -1.7866], [0.9141, 6.7393, -0.2950], [1.9109, 4.8461, 0.9360], [3.3454, 1.1016, 2.6838], [5.7224, 0.7827, 2.1440], [6.5866, 1.4119, -0.0851], [5.0590, 2.3679, -1.7760], [2.6760, 2.6608, -1.2652], [1.4137, 4.1996, 2.9833], [1.2227, 4.2696, 5.4294], [0.5982, 2.2386, 6.6905], [0.1470, 0.1240, 5.4819], [0.3144, 0.0482, 3.0400], [1.5062, -1.0553, 0.7577], [2.2196, -1.6343, -0.3728], [2.5123, -0.7890, -1.4310], [3.1254, -1.2973, -2.5619], [3.4479, -2.6429, -2.6403], [3.2125, -3.4654, -1.5469], [2.6023, -2.9659, -0.4041], [4.0929, -3.2987, -4.1866], [3.8182, -4.7184, -4.0881], [3.2861, -2.5819, -5.1658], [5.4928, -2.9280, -4.1626], [1.3303, -1.7745, 1.4531], [2.1791, -0.4149, 1.1784], [2.2313, 0.2584, -1.3858], [3.3228, -0.6648, -3.4195], [3.4697, -4.5137, -1.6274], [2.4146, -3.6168, 0.4410], [-2.0227, -1.0141, -4.7865], [-0.5740, -1.0089, -4.6253], [-0.0804, -2.3887, -4.6041], [-0.7231, -3.1963, -3.5673], [-2.1669, -3.1526, -3.7536], [-2.7207, -1.7972, -3.7663], [-2.6170, -1.1683, -2.4564], [-0.8464, -1.0256, -1.9075], [-0.1491, -0.2540, -3.4567], [-0.3112, -2.7685, -2.2357], [-2.2489, -1.4459, -5.7631], [-2.3937, 0.0124, -4.7610], [1.0043, -2.4003, -4.4786], [-0.3091, -2.8388, -5.5714], [-2.6564, -3.7280, -2.9648], [-2.3926, -3.6192, -4.7142], [-3.1533, -1.7670, -1.7278], [-3.0433, -0.1685, -2.4764], [0.9370, -0.2726, -3.4095], [-0.4892, 0.7780, -3.5214], [-0.7204, -3.4319, -1.4724], [0.7733, -2.8323, -2.1797]],
  "mulliken_charge": [2.135, -1.276, 0.959, -1.537, 0.232, -0.579, -0.739, -0.806, -0.944, 1.052, 1.511, -1.869, -2.034, 0.499, 0.207, 0.253, 0.686, 0.380, 0.317, 0.332, 0.414, 0.415, 0.362, 0.571, 0.423, 0.444, 0.583, 0.629, 0.224, -0.641, -0.322, 0.309, -0.498, -0.928, -0.862, -0.578, 0.549, 0.722, 0.794, -0.408, -0.952, -0.729, -0.676, -1.049, 0.549, -0.517, -0.717, -0.702, -0.632, 0.304, 0.577, 0.418, 0.445, 0.465, 0.529, 0.456, 0.422, 0.465, 0.391, 0.256, 0.454, 0.395, 0.475, -0.148, -0.560, -0.227, 0.645, -1.247, -0.012, -0.842, -0.826, 1.386, -0.740, -0.683, -0.681, -0.017, 0.231, 0.729, 0.250, 0.513, 0.657, -0.872, 0.223, -0.973, 0.175, -1.056, 0.160, -1.150, 2.088, -1.306, -0.717, 0.302, 0.437, 0.321, 0.325, 0.460, 0.323, 0.267, 0.374, 0.170, 0.472, 0.368, -0.432]
}